This record from the Open Molecules 2025 dataset describes a 12-piece molecular cluster, C40H112N8O12 overall at a distorted geometry. The level of theory is ωB97M-V/def2-TZVPD.

Summary:
- Multiplicity: 1
- Energy above the lowest of the compared OMol25 structures with the same formula, charge and spin: 7.923 eV
- SMILES string: COC[C@H](C)N.COC[C@H](C)N.COC[C@H](C)N.COC[C@H](C)N.COC[C@H](C)N.COC[C@H](C)N.COC[C@H](C)N.COC[C@H](C)N.CCO.CCO.CCO.CCO
- Total charge: 0

The geometry in XYZ format:
```
172
Properties=species:S:1:pos:R:3:forces:R:3
O -9.83652 -6.67170 -1.44454 0.72 -2.66 1.95
O -2.84613 5.54966 -2.72524 -2.36 -1.30 0.30
O -1.04948 -2.19303 2.05045 -0.56 0.85 2.02
O 7.54980 -5.16365 -5.01169 -0.17 -0.03 0.18
O -7.38070 -3.73319 6.07200 -1.55 -1.01 -1.67
O -9.78031 5.81312 2.71980 -0.21 -1.26 0.73
O 2.71939 2.66590 10.03662 -0.65 1.71 -0.57
O -1.38434 -0.96708 -7.87091 -1.65 0.71 0.09
O 6.73129 -7.55887 3.04162 -0.21 -1.66 0.11
O 1.78678 8.66070 3.24069 1.00 -0.26 -0.26
O 5.55979 2.63315 -0.71361 -0.05 0.97 -0.93
O 4.54246 0.20411 -5.20527 -0.69 -0.36 0.32
N -0.92757 -3.50787 -9.40593 -1.11 -0.21 0.90
N 3.85096 1.12868 7.66684 -0.32 -0.01 1.50
N 5.01759 -4.60633 -3.37610 0.98 -0.45 1.77
N -6.80930 -6.61355 -1.75941 -0.66 -0.73 -2.00
N 1.50101 11.34152 3.05380 -1.02 -0.95 -0.54
N 4.75708 5.08069 -2.33611 -0.70 -1.43 0.50
N -7.80628 -7.14401 4.52432 0.67 0.68 -0.79
N -0.31130 0.68866 -0.08462 1.04 0.44 0.12
C 1.47631 11.43836 0.58920 1.27 -0.66 1.04
C -7.58445 4.95846 1.99668 -1.67 0.57 0.02
C -7.64154 -5.58536 -1.22139 -1.29 -1.04 2.04
C -7.72810 -6.07365 5.51436 0.45 -1.44 1.35
C -0.85492 -1.53319 -10.68583 2.07 0.50 1.24
C -11.02934 -7.00487 -2.08691 0.09 1.54 -1.69
C -8.79476 5.88764 1.71720 0.65 1.56 -0.75
C -2.08262 0.62357 1.52604 0.28 -0.44 -0.25
C 7.22669 -5.84907 -3.82939 -0.88 0.10 0.57
C 5.72078 -5.91927 -3.59870 -1.52 1.60 -1.23
C 2.03641 1.54263 9.47068 1.67 -0.31 0.97
C 6.01420 3.99598 -0.47469 -0.10 -0.21 0.41
C 6.49661 6.32103 -1.51927 1.49 0.64 1.19
C 8.88379 -5.25249 -5.43046 0.46 0.34 -0.46
C 1.79383 0.00246 7.46949 -1.07 0.42 -0.84
C 2.05925 3.80454 10.68344 0.63 -1.10 0.93
C 5.60803 0.01463 -6.09999 0.91 0.63 0.35
C -6.82565 -6.65920 6.59593 0.99 0.71 0.87
C 2.06321 9.25619 1.87800 -1.17 -1.90 1.32
C 2.50909 7.43109 3.58086 -0.49 0.77 -1.30
C -7.20321 -2.38271 5.67269 1.29 -0.60 -0.95
C -0.15728 -1.42182 -8.22577 2.35 -0.62 -1.44
C -9.09814 -5.54002 -1.77885 -0.22 -0.06 -0.67
C -0.68678 0.06869 1.17182 -1.15 -0.71 0.71
C -7.02509 -4.28517 -1.23183 1.05 3.33 0.06
C -1.30921 0.04499 -6.89323 -0.24 0.24 0.15
C 5.78411 -5.38918 2.97451 1.01 0.73 -0.08
C 5.58397 1.71464 0.36695 0.15 0.60 0.04
C -1.03237 -3.59257 1.95073 -0.55 0.68 0.07
C 6.00427 1.36703 -6.76143 0.11 -1.24 0.40
C 1.21914 10.54703 1.82089 0.49 1.18 -0.11
C -1.64595 7.31430 -3.49432 0.36 1.92 -0.02
C 4.80700 -6.61419 -4.59023 0.76 -1.67 -0.54
C -0.15987 -2.30752 -9.49012 -0.26 1.58 -1.28
C -7.30479 -4.69139 4.97258 -0.06 -0.79 1.21
C 7.06959 -6.22692 3.17895 -0.84 1.37 0.28
C -1.57015 6.02988 -2.77169 1.20 -0.12 -0.48
C 2.42272 1.29251 8.01607 -0.73 0.25 -1.30
C 6.10366 4.87253 -1.76818 -1.37 0.10 -0.03
C -0.58584 -1.45497 0.96980 -0.32 -0.31 -0.06
H -6.74136 -6.01317 7.46980 -0.04 0.40 -0.07
H 0.08766 1.56071 0.23232 -0.29 0.84 -0.42
H 6.60100 1.34229 0.48984 0.05 -0.07 0.33
H 3.58267 7.56875 3.45202 0.10 0.08 0.18
H 4.91438 0.87343 0.18771 0.08 0.08 -0.57
H -6.12550 -2.27264 5.79319 0.02 1.32 1.04
H -0.04974 -3.92135 1.61240 -0.17 -0.43 -0.44
H -10.36980 6.56962 2.76235 0.32 0.09 -0.40
H -7.21738 -2.16898 4.60394 -0.83 -0.64 -0.50
H 7.19575 -8.07429 3.70511 -0.01 -0.12 -0.12
H 0.98789 3.99337 10.61537 -0.21 -0.81 -0.74
H -11.59831 -7.89385 -1.81468 0.78 -0.05 1.05
H 5.44919 -0.82315 -6.77894 -0.69 0.36 -0.26
H -1.85920 -1.25758 -10.36400 -0.15 -0.30 -0.46
H 2.45184 11.68174 3.07062 0.28 0.11 -0.43
H 1.01326 12.42491 0.60967 -0.72 -0.45 0.07
H 1.29951 10.85850 -0.31665 0.15 0.42 -0.18
H 4.05329 -4.84070 -3.18824 0.00 0.46 -0.15
H -0.30919 -0.60297 -10.84388 -0.05 0.18 -0.23
H -1.91435 -3.83880 1.35950 0.42 -0.75 -0.69
H -0.97892 5.35686 -3.39264 0.57 -0.20 0.25
H -2.48228 0.18629 2.44101 -0.03 0.01 -0.08
H 4.96312 0.54128 -4.41095 -0.37 0.06 0.22
H 4.72748 5.29922 -3.32174 0.47 0.15 -0.08
H -0.05154 0.37379 2.00336 0.42 -0.22 0.10
H -7.22624 -3.67381 -2.11154 0.56 -0.14 -0.37
H -1.16886 -1.72242 0.08852 -0.05 0.07 -0.48
H 6.98803 4.01584 0.01457 0.47 -0.33 -0.22
H 2.09037 2.15660 7.44076 -0.28 0.01 -0.19
H -6.96671 4.82887 1.10802 -0.08 0.11 0.06
H -1.23450 -4.02622 2.93011 0.23 0.26 0.16
H 6.08143 1.16783 -7.83029 0.38 0.68 0.00
H 0.54593 0.24776 -0.38607 0.20 -0.52 -0.50
H -1.77161 -3.10407 -9.78626 -0.93 -1.26 -0.18
H -7.62870 -5.75693 -0.14505 -1.23 -0.42 0.53
H 7.87774 -5.98011 2.49044 -0.13 0.31 -0.33
H -5.81024 -6.81663 6.23227 0.02 -0.06 -0.19
H 7.56470 6.53594 -1.48641 0.27 -0.33 -0.03
H 3.13306 9.33505 1.68484 0.17 0.55 0.35
H 2.51750 4.77154 10.47602 0.46 -0.36 -0.58
H -11.69260 -6.14229 -2.02264 -0.46 0.05 -0.07
H 4.39818 1.64046 8.34415 0.34 0.59 0.04
H 5.37395 4.43297 0.29162 -0.52 0.32 -0.20
H 6.93045 1.65474 -6.26392 0.30 0.22 -0.68
H 9.62954 -5.00750 -4.67420 -0.15 -0.11 0.50
H 4.00058 0.17205 7.95424 0.66 -0.44 -0.21
H -1.01706 -0.33965 -5.91609 -0.12 -0.30 0.17
H 1.50447 10.58720 3.72544 -0.09 0.27 0.89
H -0.66383 7.71318 -3.74817 0.13 -0.22 -0.26
H -8.58795 6.95206 1.60621 0.95 0.17 0.17
H -9.07763 -5.43155 -2.86324 0.42 -0.08 -0.45
H 5.60569 -6.54404 -2.71297 0.14 0.41 0.48
H 6.08089 -4.34852 2.84398 0.08 0.18 -0.16
H -8.13145 4.03708 2.19652 0.63 -0.45 0.25
H -2.27076 7.23024 -4.38351 0.20 -0.15 -0.05
H 2.52304 11.69675 0.74951 0.47 -0.06 -0.89
H -1.17951 -3.50839 -8.42785 -0.15 -1.05 0.49
H 5.22389 -5.66028 2.07965 0.07 -0.28 0.13
H -2.76438 0.49018 0.68611 -0.09 -0.32 0.05
H -5.97437 -4.31789 -0.94366 0.36 -0.27 -0.82
H 2.54658 0.71936 9.97073 -0.34 -0.52 0.45
H -1.17891 6.09725 -1.75655 0.52 0.20 -0.01
H -7.97334 -4.59698 4.11688 -0.35 1.19 0.03
H -5.86159 -6.68790 -1.41822 -0.35 0.12 0.28
H 0.84981 -2.55409 -9.81854 0.35 0.32 0.42
H 1.71508 8.44735 1.23561 -0.20 0.29 -0.65
H 2.20517 6.61204 2.92901 -0.06 0.02 -0.43
H 7.45538 -6.01255 4.17561 0.05 0.03 0.20
H 9.04470 -4.50868 -6.21081 -0.27 0.02 -0.09
H 6.08438 7.08169 -2.18225 -0.21 -0.64 -0.49
H -7.34315 -3.64981 -0.40524 -0.80 -0.07 0.10
H 6.13411 6.64841 -0.54483 -0.19 -0.19 0.20
H 0.50640 -0.63409 -8.58228 0.14 0.77 0.40
H -0.56540 0.80606 -7.12910 0.10 0.09 -0.38
H -2.28508 0.52673 -6.83246 0.04 -0.14 0.07
H 5.09376 -3.83169 -4.01970 0.28 -0.58 -0.37
H 0.43855 -1.80114 0.83242 0.51 0.50 -0.54
H -0.71625 -2.14871 -11.57465 -0.67 0.06 0.02
H 6.76146 4.30495 -2.42641 0.26 0.25 -0.27
H -8.67641 -6.00490 6.04734 -0.47 0.83 -0.33
H 4.25914 4.20712 -2.24113 -0.36 -0.20 -0.10
H 7.63172 -6.85722 -3.74168 0.06 -0.38 -0.71
H 0.16063 10.29828 1.74489 -0.04 -0.29 0.75
H 0.98711 1.50651 9.76354 -0.18 0.14 -0.57
H 0.87174 0.22123 6.93098 -0.38 0.03 0.35
H -2.07454 8.10930 -2.88410 -0.32 -0.09 0.16
H 5.26098 -7.58526 -4.78777 -0.32 -0.51 -0.15
H 2.25077 3.60021 11.73685 -0.16 0.32 0.25
H -2.79632 4.59947 -2.59771 -0.30 -0.05 0.12
H -10.80261 -7.16379 -3.14116 -0.13 0.09 -0.44
H 9.13572 -6.21766 -5.86989 -0.12 -0.31 0.13
H -9.16922 5.68439 0.71392 -0.44 -0.73 -0.03
H 0.33061 -1.85389 -7.35205 0.29 -0.58 0.04
H -8.03212 -6.89562 3.57174 -0.40 -0.18 0.25
H 5.30469 2.17052 -6.53095 -0.33 -0.33 -0.25
H 5.20030 2.15641 1.28660 0.25 0.28 0.22
H 4.58966 -6.19388 -5.57217 0.39 0.61 0.23
H -6.98028 5.26722 2.84976 -0.15 -0.07 -0.03
H -7.33428 -7.47464 -1.70432 0.52 -0.34 0.02
H -9.72310 -4.70739 -1.45596 0.65 0.73 0.50
H 5.13901 -5.35275 3.85236 -0.02 -0.56 -0.03
H 2.28070 7.04360 4.57372 -0.14 0.85 0.19
H 6.44779 -0.34040 -5.50261 0.38 -0.03 -0.07
H -8.19956 -8.00593 4.87431 -0.11 0.31 -0.29
H 7.60201 -5.38551 -2.91707 0.40 0.69 -0.06
H 2.39948 -0.39943 6.65723 0.35 -0.06 0.26
H -2.00638 1.70478 1.64120 0.12 0.05 0.21
H -6.28519 -4.64878 4.58955 0.20 -0.39 -0.06
H 3.85551 -6.77111 -4.08217 -0.05 -0.15 -0.12
H -7.93651 -1.70239 6.10574 0.55 -0.11 0.61
H 1.57370 -0.79049 8.18424 0.22 0.15 0.26
H -7.15574 -7.59703 7.04270 -0.39 -0.20 -0.52
```
Forces are in eV/Å.